Formula: C4H38NO13S
Source: the OMol25 dataset
Level of theory: ωB97M-V/def2-TZVPD

CARTESIAN COORDINATES (ANGSTROEM)
C 0.5978 -1.3558 1.6446
C 0.5060 -0.6483 0.2695
C 1.5923 -1.1260 -0.7625
S 3.2151 -0.2342 -0.3555
C 3.1524 1.3811 -1.1334
N -0.7089 -1.9378 2.2489
H 1.3181 -2.4112 1.5081
H 0.8489 -0.5414 2.3745
H 0.6291 0.3958 0.4202
H -0.6052 -0.7489 -0.0294
H 1.2864 -0.8988 -1.7902
H 1.8754 -2.2962 -0.6033
H 3.2952 1.3471 -2.2098
H 3.5853 2.1996 -0.5488
H 2.1171 1.8278 -1.1593
H -1.4044 -1.1379 2.2167
H -1.0368 -2.7108 1.5593
H -0.4564 -2.2990 3.1635
H -1.5445 2.1305 2.3485
H -0.7493 1.5784 3.6033
O -1.3081 1.3020 2.8597
H -0.4625 3.9646 -3.5558
H -0.6948 3.1536 -2.2812
O -0.0302 3.4397 -2.8916
H 0.5540 1.7336 -3.3776
H 1.6863 0.8496 -3.4927
O 0.7699 0.8845 -3.4606
H -0.5946 -2.3435 -1.4665
H -1.6993 -3.2504 -1.7487
O -0.8687 -3.2996 -1.3588
H -3.4146 -2.3323 0.3042
H -2.4092 -1.2029 -0.0240
O -2.5024 -1.9802 0.4610
H -1.0643 -5.3226 1.1253
H -0.8844 -4.0194 0.2002
O -0.6650 -4.4082 1.1086
H -0.2710 -0.2162 -2.8747
H -0.7091 -1.5588 -3.4590
O -0.7644 -0.9950 -2.6871
H 2.2114 -3.4689 3.7767
H 0.9037 -3.7134 3.0218
O 1.2680 -3.1993 3.5930
H -2.3569 2.9859 -0.8308
H -2.1926 1.6433 -1.2077
O -2.0461 2.4793 -1.5521
H 1.8333 4.6468 -0.5647
H 1.0854 3.8980 -1.5520
O 1.4532 3.7889 -0.7035
H -0.5575 3.3213 0.5928
H -1.7387 4.1737 1.2676
O -1.4389 3.3069 0.9072
H -3.7698 -0.0102 -2.0047
H -2.1939 -0.2830 -1.8272
O -2.9920 -0.1464 -1.4376
H 2.2049 0.6083 4.0223
H 3.5408 1.5522 4.0389
O 2.6044 1.5040 4.3146

## Properties
ΔE to the lowest compared entry with this formula, charge and spin, kcal/mol: 80.63
Total charge: +1
F_max, eV/A: 9.67
HOMO energy, eV: -11.02
2S+1: 1
Frontier orbital gap, eV: 8.748



Formula: C18H70O26
Source: the OMol25 dataset
Level of theory: ωB97M-V/def2-TZVPD

CARTESIAN COORDINATES (ANGSTROEM)
O -0.6095 -2.9070 -19.6533
H -1.3698 -3.2462 -20.1439
H -0.6626 -1.9730 -19.6500
O -3.5665 2.1810 -23.1926
H -3.6583 1.9659 -24.1424
H -3.9984 1.4995 -22.6577
O -6.2251 -1.1457 -18.1889
H -6.9895 -1.6871 -17.9665
H -5.5986 -1.6962 -18.6113
O -2.7865 1.2499 -18.7732
H -3.6304 1.6387 -18.9878
H -2.7178 1.1418 -17.8220
O -6.0312 1.2823 -19.7796
H -6.3433 0.5195 -19.3681
H -6.1478 1.9230 -19.0914
O -2.0333 -3.8368 -21.8023
H -1.1867 -4.1095 -22.1080
H -2.4449 -4.6010 -21.4371
O -2.5096 -1.0775 -17.3525
H -2.1739 -0.5447 -18.0448
H -1.6192 -1.4849 -17.1387
O -0.3056 -0.3096 -20.0047
H 0.0983 0.5915 -20.0611
H -0.9069 -0.2977 -20.7230
C -0.0859 2.4627 -22.6412
C 1.0486 2.9231 -21.8462
O 0.9482 2.3780 -20.5855
O -0.0106 3.2423 -23.7867
H -0.9999 2.7624 -22.1496
H -0.1463 1.4059 -22.7797
H 0.9929 3.9700 -21.5733
H 2.0107 2.7706 -22.3264
H 0.2360 2.9120 -20.1314
H -0.8471 3.4203 -24.1377
C -7.6535 0.9387 -23.0555
C -8.4279 0.0917 -21.9209
O -8.0823 -1.3230 -21.9144
O -6.2722 1.1321 -22.7832
H -8.0489 1.9141 -22.9922
H -7.8962 0.5183 -23.9974
H -9.5194 0.3698 -21.8092
H -7.9985 0.4824 -20.9731
H -8.6127 -1.6840 -22.6342
H -6.2225 1.3438 -21.8204
C 1.2683 -1.2431 -23.3441
C 2.5343 -0.4901 -22.9143
O 3.3918 -1.2230 -22.1561
O 0.5977 -1.8745 -22.2386
H 1.6451 -1.9116 -24.1551
H 0.4981 -0.5772 -23.7140
H 2.4456 0.3867 -22.2483
H 3.0254 -0.0485 -23.7690
H 2.9448 -1.4410 -21.2716
H 0.7802 -1.4472 -21.3991
C -8.0814 -4.3045 -18.2056
C -7.8599 -3.8317 -19.6469
O -8.5000 -4.8041 -20.4409
O -7.3011 -3.6799 -17.2844
H -7.7600 -5.2672 -18.1636
H -9.1033 -4.4880 -18.0474
H -6.7933 -3.9542 -19.9561
H -8.2171 -2.7828 -19.7605
H -9.4211 -4.8272 -20.2811
H -7.3683 -3.9974 -16.4052
C -3.5443 -0.6213 -21.2553
C -4.5051 -1.4461 -22.0584
O -5.5810 -1.7814 -21.1885
O -2.4053 -0.2656 -22.1115
H -3.1121 -1.2447 -20.3880
H -4.0599 0.2869 -20.9186
H -4.1004 -2.3967 -22.3144
H -5.0081 -0.8636 -22.8351
H -6.5077 -1.5649 -21.4807
H -2.1080 -0.9530 -22.6675
C -5.2486 0.1556 -26.4351
C -3.8773 0.6718 -26.8292
O -3.6749 1.8451 -25.9936
O -5.5682 -1.0695 -27.0010
H -5.9412 0.9864 -26.6465
H -5.3497 -0.1231 -25.3378
H -3.8358 1.1062 -27.9003
H -3.1596 -0.0858 -26.7755
H -2.7270 2.0404 -26.0197
H -6.2943 -1.4640 -26.5188
C -2.9066 -2.6540 -25.0022
C -2.3724 -3.6225 -26.0633
O -3.4470 -4.0846 -26.7111
O -1.9093 -1.8875 -24.4302
H -3.4302 -3.1845 -24.2202
H -3.7188 -1.9134 -25.3133
H -1.9029 -4.4833 -25.6530
H -1.6577 -3.2350 -26.7827
H -3.9964 -3.3039 -26.8344
H -1.3339 -2.5448 -24.0094
C -3.7729 -3.9369 -19.0656
C -3.7745 -4.2355 -17.5388
O -4.3663 -3.1168 -16.8749
O -3.1874 -5.0710 -19.6455
H -3.1958 -3.0912 -19.3521
H -4.7404 -3.7711 -19.4716
H -2.8258 -4.3850 -17.0597
H -4.4791 -5.1015 -17.2653
H -3.7199 -2.3124 -16.9857
H -3.7829 -5.8218 -19.6390
C -6.6437 -3.8217 -24.7055
C -6.0475 -4.3668 -23.3795
O -6.1754 -5.7616 -23.3830
O -6.6250 -2.4394 -24.5597
H -7.6295 -4.1926 -24.8312
H -5.9909 -4.0781 -25.5136
H -6.7125 -4.0256 -22.5241
H -5.0269 -3.9782 -23.1565
H -5.4417 -6.1038 -23.7881
H -7.5504 -2.2493 -24.2675

## Properties
ΔE to the lowest compared entry with this formula, charge and spin, kcal/mol: 128.66
Total charge: 0
F_max, eV/A: 3.89
HOMO energy, eV: -9.33
2S+1: 1
Frontier orbital gap, eV: 9.146



Formula: C7H8LiO8Rb
Source: the OMol25 dataset
Level of theory: ωB97M-V/def2-TZVPD

CARTESIAN COORDINATES (ANGSTROEM)
O -0.3403 1.3869 -0.5928
O 1.0274 -0.3741 -0.7334
C 1.7102 0.0585 0.4394
C 2.7604 1.1023 0.0841
O 3.4685 1.5140 1.2471
C -0.0358 0.3317 -1.1949
H 1.0000 0.4546 1.1764
H 2.1972 -0.8312 0.8566
H 2.2867 2.0061 -0.3163
H 3.4544 0.6956 -0.6609
O 5.1916 1.3002 2.6072
O 4.9797 -0.1389 0.9463
C 4.5726 0.8404 1.6171
O -3.7308 0.0551 -1.4845
C -3.1594 -1.0541 -1.9396
C -4.4820 -0.2094 -0.2699
O -1.3473 -0.5478 -1.8817
O -3.7152 -2.0950 -1.3857
C -4.6559 -1.7239 -0.3451
H -5.4100 0.3643 -0.3392
H -3.9082 0.1235 0.6007
H -5.6553 -2.0399 -0.6599
H -4.3597 -2.2434 0.5704
Li -1.8122 1.3577 -1.8818
Rb 9.9634 -0.3335 3.5403

## Properties
ΔE to the lowest compared entry with this formula, charge and spin, kcal/mol: 91.82
Total charge: 0
F_max, eV/A: 5.81
HOMO energy, eV: -6.18
2S+1: 1
Frontier orbital gap, eV: 4.086



Formula: C41H23CaN15O2Se
Source: the OMol25 dataset
Level of theory: ωB97M-V/def2-TZVPD

CARTESIAN COORDINATES (ANGSTROEM)
Ca 2.4732 0.6497 -0.4013
C -2.7398 -1.7840 3.3227
C -2.5366 -0.6905 4.1625
C -1.7833 0.3964 3.7412
C -1.2525 0.3358 2.4666
C -0.2838 1.1749 1.7063
N 0.5207 0.3394 0.9789
C -0.7008 -0.3978 0.3322
N -1.1366 0.7654 -0.5051
C -0.5453 0.8194 -1.7335
C -1.0836 0.9763 -3.0705
C -2.1353 1.7161 -3.6082
C -2.4467 1.5469 -4.9419
C -1.7234 0.6313 -5.7263
C -0.6869 -0.1123 -5.2025
C -0.3250 0.0642 -3.8626
C 0.6066 -0.6135 -2.9690
N 0.1607 -1.9332 -2.7808
C -0.5154 -2.2782 -1.7444
N -1.0531 -1.4978 -0.5798
C -2.4726 -1.4563 -0.7583
N -3.4154 -0.6039 -0.4665
C -3.2975 0.6341 0.1618
N -2.1647 1.4021 0.0546
C -1.9579 2.3020 1.1223
N -0.5889 2.4918 1.4839
C -3.2258 2.3430 1.7208
C -3.7084 3.0537 2.8441
C -4.9504 2.7743 3.3365
C -5.7722 1.7699 2.7461
C -5.3384 1.0411 1.6765
C -4.0580 1.2981 1.1355
C -2.7734 -2.7322 -1.4407
C -3.9913 -3.3594 -1.6256
C -4.0065 -4.5690 -2.3098
C -2.8251 -5.1059 -2.8193
C -1.6078 -4.4559 -2.6596
C -1.5865 -3.2704 -1.9437
N 0.5285 0.0673 -1.7509
C -1.5117 -0.6996 1.6072
C -2.2334 -1.8045 2.0284
H -3.3036 -2.6354 3.6844
H -2.9584 -0.7000 5.1607
H -1.6037 1.2490 4.3838
H -2.6954 2.4060 -2.9880
H -3.2533 2.1160 -5.3879
H -1.9905 0.5076 -6.7703
H -0.1477 -0.8209 -5.8188
H -3.0806 3.8067 3.3060
H -5.3229 3.3178 4.1973
H -6.7523 1.5787 3.1676
H -5.9531 0.2630 1.2405
H -4.8954 -2.9015 -1.2451
H -4.9415 -5.0961 -2.4572
H -2.8595 -6.0465 -3.3569
H -0.6942 -4.8533 -3.0810
H -2.3978 -2.6631 1.3916
N 2.1728 2.9851 0.6528
N 2.6549 3.9904 -0.2171
C 2.9873 3.6322 -1.5471
O 3.1221 4.5526 -2.3490
O 3.1944 2.3821 -1.7421
H 1.1526 3.0439 0.7804
H 2.6076 3.1184 1.5587
H 2.1727 4.8763 -0.1708
N 4.4111 -5.7929 0.8674
C 4.4621 -4.6392 0.9906
N 4.6204 -3.3552 1.2291
C 4.0054 -2.4337 0.5660
N 3.5565 -1.4969 0.0339
Se 5.7109 2.3517 -1.0163
N 4.9739 1.2537 0.1786
C 5.9299 0.8499 0.9957
C 5.7398 -0.0604 2.0830
C 6.8071 -0.3980 2.8446
C 8.1134 0.1377 2.5904
C 8.3384 1.0017 1.5719
C 7.2433 1.3836 0.7341
N 7.3265 2.2078 -0.2928
H 4.7589 -0.4808 2.2559
H 6.6802 -1.1035 3.6554
H 8.9326 -0.1710 3.2284
H 9.3195 1.4079 1.3636

## Properties
ΔE to the lowest compared entry with this formula, charge and spin, kcal/mol: 258.92
Total charge: -2
F_max, eV/A: 0.21
HOMO energy, eV: -1.58
2S+1: 1
Frontier orbital gap, eV: 4.842



Formula: C16H19BrN3O4PdSe2
Source: the OMol25 dataset
Level of theory: ωB97M-V/def2-TZVPD

CARTESIAN COORDINATES (ANGSTROEM)
Pd 0.6234 -0.0717 -0.0396
O -0.2980 -0.9378 -2.0193
N -0.6027 0.0399 -2.7419
N -0.8642 1.1214 -2.1021
O -0.8649 1.2321 -0.7769
C -1.1527 2.2990 -2.8567
C -1.4140 2.2397 -4.2221
C -1.6883 3.4103 -4.9097
C -1.7087 4.6329 -4.2490
C -1.4513 4.6755 -2.8870
C -1.1752 3.5112 -2.1831
H -1.3951 1.2862 -4.7283
H -1.8909 3.3665 -5.9727
H -1.9241 5.5439 -4.7936
H -1.4621 5.6216 -2.3603
H -0.9704 3.5150 -1.1228
O 3.7788 1.8139 5.0842
C 3.2724 0.5175 4.7612
C 2.1738 0.5904 3.6880
C 1.0201 1.4326 4.2405
O 0.5257 0.9383 5.4871
C 1.8048 -0.8834 3.4064
Se -0.0865 -1.4378 3.4700
C 2.7747 1.2867 2.4596
Se 1.5827 1.7902 0.9905
H 3.8025 1.8991 6.0385
H 2.8420 0.0425 5.6456
H 4.0934 -0.1066 4.3903
H 0.2287 1.4870 3.4948
H 1.3881 2.4437 4.4194
H -0.2194 0.3618 5.2845
H 2.2522 -1.5251 4.1663
H 2.1888 -1.2050 2.4414
H 3.5962 0.6959 2.0551
H 3.1793 2.2473 2.7840
Br 2.7454 -1.2751 -0.0665
C -0.6087 -1.8495 1.6504
C -0.1833 -3.0321 1.0561
C -0.8831 -3.5039 -0.0418
C -1.9767 -2.7904 -0.4938
C -2.2913 -1.5974 0.1338
N -1.6275 -1.1273 1.1901
H 0.6799 -3.5520 1.4446
H -0.5741 -4.4175 -0.5337
H -2.5535 -3.1263 -1.3449
H -3.0972 -0.9723 -0.2323

## Properties
ΔE to the lowest compared entry with this formula, charge and spin, kcal/mol: 33.18
Total charge: -1
F_max, eV/A: 1.30
HOMO energy, eV: -4.37
2S+1: 1
Frontier orbital gap, eV: 7.004



Look up the total charge of the fourth one. -2



Which formula does entry 2 have? C18H70O26



Among the records above, which one has the highest frontier orbital gap? C18H70O26